# 1
The following is a quantum chemistry calculation of C3H9FN2O2 as an isolated structure at a distorted geometry, from the OMol25 dataset.

ORCA input file:
```
! RIJCOSX wB97M-V def2-TZVPD def2/J DEFGRID3
* xyz 0 3
C -0.5969 2.1572 -1.1702
C 1.8523 -2.3287 0.7137
C -1.5990 1.0877 -0.6585
N 0.2843 -0.5901 1.6035
N -0.1342 -0.3005 0.3274
O 1.5015 -1.3152 1.6958
O -1.2474 0.3690 0.4394
F -0.6069 -1.6430 -0.4688
H 0.2774 1.8360 -1.5500
H -1.0724 2.7901 -1.8570
H -0.3208 2.8587 -0.3863
H 2.0687 -1.8145 -0.2743
H 1.1233 -3.2247 0.5718
H 2.8625 -2.6931 1.1281
H -1.8409 0.4686 -1.4050
H -2.5586 1.4788 -0.3343
H -0.2515 -0.9609 2.3958
*
```

As for the lowest unoccupied orbital energy (spin up / spin down): 1.03 / -2.24 eV. The largest force on an atom comes out at 6.8 eV Å⁻¹. As for the HOMO-LUMO gap (spin up / spin down): 7.329 / 7.334 eV. Its expectation value of S² is 2.01. Its total energy is -13038.7765 eV. The calculation puts the HOMO energy (spin up / spin down) at -6.2975 / -9.5747 eV.

# 2
The following is a quantum chemistry calculation of one molecule with the formula C3H9FN2O3S at a distorted geometry, from the OMol25 dataset.

ORCA input file:
```
! RIJCOSX wB97M-V def2-TZVPD def2/J DEFGRID3
* xyz 0 1
N -0.9223 -1.6856 -0.8356
C -1.5472 -0.6771 0.0021
C -0.6733 -0.1452 1.1802
O 0.1037 -1.1591 1.7900
C 0.1655 1.1406 0.8180
N 1.4424 0.8603 0.1324
S 1.3625 0.8104 -1.5572
O 1.8733 -0.4939 -2.0074
O 2.2110 1.9067 -2.0716
F -0.1433 1.1319 -2.0597
H -0.4891 -1.3147 -1.6642
H -0.3173 -2.3048 -0.3218
H -2.4264 -1.1552 0.4801
H -1.9501 0.1737 -0.5694
H -1.3899 0.2091 1.9535
H 0.8914 -0.7868 2.1765
H 0.3842 1.6245 1.7875
H -0.4926 1.8234 0.2648
H 1.9175 0.0417 0.5018
*
```

As for the lowest unoccupied orbital energy: 0.00 eV. The largest force on an atom comes out at 6.4 eV Å⁻¹. As for the HOMO-LUMO gap: 9.214 eV. The SMILES is NC[C@@H](O)CNS(=O)(=O)F. Its total energy is -25930.6703 eV. The calculation puts the HOMO energy at -9.2166 eV.